C16H20F12O8 | ωB97M-V/def2-TZVPD

Structure (ORCA input):
```
! wB97M-V def2-TZVPD RIJCOSX def2/J DEFGRID3
* xyz 1 2
C 2.24903 -6.26587 -2.79476
C 1.15716 -5.59818 -1.87823
O 0.84173 -4.43642 -2.48646
C -0.46904 -4.09599 -2.50944
O -1.40310 -4.64244 -1.95188
C -0.73492 -2.99534 -3.55652
F 0.07213 -3.17365 -4.58135
F -1.99042 -3.06648 -3.98487
F -0.43636 -1.81742 -3.02411
H 3.05034 -5.66379 -3.22314
H 1.65734 -6.64354 -3.62865
H 2.64040 -7.23082 -2.47258
H 1.66449 -5.38703 -0.93690
H 0.38011 -6.29011 -1.55340
C 3.69837 3.10855 -1.61476
C 3.37295 3.89984 -2.96600
O 1.99235 3.71923 -3.28395
C 1.51125 2.54430 -3.64844
O 2.25482 1.55284 -3.85673
C -0.00981 2.44611 -3.71928
F -0.41391 2.53584 -5.01229
F -0.44333 1.36930 -3.18578
F -0.56780 3.45675 -3.12289
H 4.75380 3.23927 -1.37582
H 3.53934 2.03725 -1.49185
H 3.09215 3.59589 -0.85115
H 3.94239 3.38607 -3.74052
H 3.67815 4.94558 -3.00330
C -6.59592 1.82593 4.91413
C -5.70551 1.71103 3.68021
O -4.55203 2.56596 3.63517
C -3.47689 2.24543 4.34248
O -3.28432 1.25170 5.05559
C -2.27573 3.29135 4.16882
F -2.23062 4.12566 5.26145
F -1.11793 2.63907 4.04590
F -2.49807 4.07144 3.13358
H -6.05887 1.57104 5.82776
H -7.42186 1.11481 4.89833
H -7.05229 2.81575 4.92246
H -6.23350 2.02820 2.78091
H -5.32257 0.70225 3.52585
C 0.60494 -2.45325 0.82071
C 1.75674 -1.46318 0.66487
O 1.49889 -0.21602 1.27549
C 2.57373 0.50481 1.74976
O 3.78118 0.06703 1.64292
C 2.29026 1.86265 2.36252
F 2.63688 1.81761 3.62199
F 3.03077 2.86570 1.78663
F 0.97995 2.06327 2.22549
H -0.24125 -2.16750 1.44552
H 1.02671 -3.33855 1.29658
H 0.24268 -2.69167 -0.17930
H 1.88688 -1.37688 -0.41390
H 2.67813 -1.96340 0.96310
*
```

Results
- highest occupied orbital energy (spin up / spin down) (eV) = -12.580 / -12.580
- <S²> = 0.757
- strongest force on any atom (eV Å⁻¹) = 7.39
- lowest unoccupied orbital energy (spin up / spin down) (hartree) = -0.21976 / -0.39826

Atom charges from the natural (NBO) analysis, given in e for atoms 1 to 8: atom 1 (C): -0.639, atom 2 (C): -0.089, atom 3 (O): -0.469, atom 4 (C): 0.685, atom 5 (O): -0.536, atom 6 (C): 0.901, atom 7 (F): -0.298, atom 8 (F): -0.292